Formula: C7H10
Source: the OMol25 dataset
Level of theory: ωB97M-V/def2-TZVPD

Atoms and positions in Å:
C  -1.236  -0.619  -0.066
C  -0.544  -0.551  1.271
C  0.335  1.253  1.411
C  -0.195  -0.127  -1.056
C  -0.049  1.188  -1.359
C  0.856  -1.040  -1.331
C  1.733  -1.837  -1.539
H  -2.102  0.043  -0.086
H  -1.552  -1.634  -0.317
H  -1.192  -0.465  2.134
H  0.270  -1.261  1.373
H  -0.873  1.877  -1.252
H  0.818  1.534  -1.903
H  1.195  0.925  0.850
H  -0.623  1.704  1.212
H  0.685  1.577  2.391
H  2.472  -2.567  -1.736

The calculation puts the LUMO energy at 0.99 eV. As for the charge: 0. The value obtained for the total energy is -7416.345 eV. The calculation puts the energy relative to the best compared isomer or geometry (same formula, charge and spin) at 452.47 kJ/mol.

***

Formula: C7H10
Source: the OMol25 dataset
Level of theory: ωB97M-V/def2-TZVPD

Atoms and positions in Å:
C  1.106  -1.143  -1.104
C  1.475  -1.076  0.171
C  1.749  0.275  0.773
C  0.429  1.024  0.738
C  -0.688  0.578  0.174
C  -1.711  -0.462  -0.037
C  -2.000  1.008  -0.308
H  0.578  -1.997  -1.520
H  1.178  -0.260  -1.745
H  1.320  -1.911  0.855
H  2.446  0.849  0.140
H  2.210  0.246  1.769
H  0.418  2.049  1.098
H  -1.757  -1.187  -0.849
H  -2.083  -0.849  0.912
H  -2.021  1.240  -1.377
H  -2.649  1.617  0.309

The calculation puts the LUMO energy at 1.13 eV. As for the charge: 0. The value obtained for the total energy is -7417.819 eV. As for the SMILES: C=CCC=C1CC1. The calculation puts the energy relative to the best compared isomer or geometry (same formula, charge and spin) at 310.31 kJ/mol.